This record from the Open Molecules 2025 dataset describes an isolated molecule of C5H11NO. The level of theory is ωB97M-V/def2-TZVPD.

Last column: Mulliken charge in e.
Positions of all 18 atoms, in Å:
1 C 0.3467 2.2207 -0.2522  -0.910
2 C 0.4118 1.0285 -1.1953  -0.826
3 N 0.3974 -0.2585 -0.4622  0.143
4 C 1.5823 -0.8275 -0.2370  -0.611
5 C -0.8017 -0.6794 -0.0546  -0.176
6 C -0.9583 -1.8018 0.9076  -0.444
7 O -2.1101 -1.6254 1.7177  -0.534
8 H 0.3325 3.1508 -0.8295  0.352
9 H 1.2158 2.2392 0.4124  0.287
10 H -0.5583 2.1783 0.3601  0.292
11 H -0.4441 1.0182 -1.8748  0.331
12 H 1.3186 1.0450 -1.8033  0.408
13 H 1.6310 -1.8115 0.2032  0.280
14 H 2.4751 -0.2673 -0.4725  0.204
15 H -1.6739 -0.2006 -0.4823  0.396
16 H -1.0968 -2.7824 0.4297  0.259
17 H -0.0401 -1.8795 1.5217  0.241
18 H -2.0277 -0.7469 2.1113  0.311

Calculated values
energy relative to the best compared isomer or geometry (same formula, charge and spin): 72.67 kcal/mol
orbital gap: 7.685 eV
HOMO energy: -0.2478 hartree